# 1
ORCA calculation (the ωB97M-V functional and the def2-TZVPD basis) on C3H4N2S3 in the gas phase.

Properties
orbital gap = 8.213 eV
E_HOMO = -8.888 eV
total charge = 0
electronic energy = -1420.690979 Ha
max |F| = 2.01 eV Å⁻¹

Each line ends with the Löwdin charge.
Element x y z (Å)
H  0.74785  0.34201  -2.08735  -0.135
S  0.35369  -0.27989  0.89360  0.914
H  -0.71391  -2.84323  -0.57586  0.112
H  -0.07405  3.01336  2.47590  0.106
S  -1.99507  0.25586  -0.92035  0.718
S  1.08969  -0.73903  -2.90262  0.707
C  -0.34509  -1.92259  -1.00729  -0.425
H  1.19106  1.65129  2.85452  0.047
C  0.32157  1.93686  2.31813  -0.129
C  -0.73608  -0.61342  -0.41556  -1.188
N  0.37312  -2.04137  -2.03691  -0.363
N  -0.21278  1.24013  1.40378  -0.365

Atomic forces in eV per Å
0.27 -0.74 -0.74
0.13 0.81 0.68
-0.21 -0.07 0.24
0.43 -1.96 -0.14
0.06 -0.09 -0.09
-0.74 0.07 1.29
0.00 0.29 -0.49
0.83 -0.30 0.72
-0.99 1.44 -0.98
-0.34 0.04 0.59
0.79 0.37 -0.88
-0.24 0.12 -0.20

---

# 2
ORCA calculation (the ωB97M-V functional and the def2-TZVPD basis) on 2 unconnected molecules or ions with the total composition C5H6N2O.

Properties
orbital gap = 8.600 eV
E_HOMO = -8.519 eV
total charge = 0
electronic energy = -378.586149 Ha
max |F| = 11.88 eV Å⁻¹

Each line ends with the Löwdin charge.
Element x y z (Å)
H  2.99327  -1.14696  -0.35823  0.154
H  1.76997  -0.84818  2.15859  0.164
H  -1.60943  1.24525  -1.76641  0.102
H  -1.63657  0.45837  2.36837  0.310
O  1.25379  -0.24002  -1.12500  -0.087
H  -0.64853  -1.24485  -0.07229  0.184
N  -1.92277  0.79447  0.01289  -0.024
H  0.73804  1.52253  -0.58328  0.174
C  -0.22262  -0.37610  0.54928  -0.284
C  1.99373  -0.75826  0.04279  -0.100
N  -1.47873  0.12434  0.95473  -0.106
C  -1.17135  0.66288  -0.98719  -0.138
C  1.19905  -0.80949  1.05877  -0.036
C  0.23009  0.53136  -0.58365  -0.314

Atomic forces in eV per Å
-1.47 0.85 1.52
-2.32 -0.46 -2.85
0.52 0.13 -1.28
0.38 -0.79 -5.53
1.86 -1.94 -0.26
1.28 0.37 0.41
-4.46 1.80 -0.90
-0.77 0.01 1.21
2.61 -1.55 0.16
0.50 0.05 -5.46
1.58 -1.26 11.71
0.12 2.52 -4.40
0.10 0.47 5.97
0.07 -0.22 -0.31

---

# 3
ORCA calculation (the ωB97M-V functional and the def2-TZVPD basis) on 4 unconnected molecules or ions with the total composition C2H15N2O3.

Properties
orbital gap = 10.485 eV
E_HOMO = -13.559 eV
total charge = +1
electronic energy = -420.181474 Ha
max |F| = 2.28 eV Å⁻¹

Each line ends with the Löwdin charge.
Element x y z (Å)
O  0.73318  4.72069  -3.89619  -0.054
O  -0.62405  0.87695  1.81444  -0.048
H  -1.69452  -2.54589  1.48244  0.149
H  -0.45178  -1.00898  -0.40245  0.136
H  0.93092  -3.40701  -1.11904  0.079
H  -0.66879  1.47445  1.04667  0.060
C  -0.37629  -2.14034  -0.26015  -0.275
H  1.52427  -1.82365  -1.20796  0.081
H  0.33203  5.54011  -3.57954  0.045
H  0.15006  -0.78049  1.93206  0.100
H  0.03576  -1.86758  3.09840  0.164
H  0.53760  3.81316  -1.39034  0.022
C  -0.60889  -2.62367  1.15212  -0.139
H  0.02342  4.09102  -3.71982  0.031
O  0.03751  3.61751  -0.58287  -0.064
H  1.21385  -2.04189  1.77887  0.156
H  0.74070  3.72373  0.07085  0.043
H  -1.56549  0.94986  2.03939  0.080
H  -0.37609  -3.67982  1.26247  0.125
H  -1.13229  -2.59163  -0.92767  0.126
N  0.96686  -2.49409  -0.70653  0.006
N  0.27202  -1.80244  2.11484  0.179

Atomic forces in eV per Å
-0.44 -0.05 0.57
-0.97 0.49 -0.63
1.35 0.30 -0.42
-0.35 -1.43 0.65
0.62 -0.11 -0.41
0.85 -0.06 -0.08
0.33 1.56 -1.41
-0.36 -0.02 -0.27
0.26 0.17 -0.18
-0.29 -0.20 -0.33
0.56 -0.84 0.23
-0.34 -0.03 -0.15
-1.86 0.71 1.12
0.09 -0.16 -0.31
0.66 -0.12 -0.03
0.17 -0.03 0.92
-0.24 0.08 0.22
0.16 -0.37 0.62
0.43 0.06 0.05
0.07 0.23 0.43
-0.20 -0.49 1.22
-0.50 0.31 -1.81

---

Which formula does entry 2 have? C5H6N2O

---

Which value of max |F| does entry 3 give? 2.28 eV Å⁻¹